No. 1
A structure of composition C3H7NO4 in a non-equilibrium geometry, computed with the ωB97M-V functional and the def2-TZVPD basis.

Results
- net charge = 0
- HOMO level (eV) = -7.12
- E (Eh) = -474.038975

XYZ file:
```
15
C3H7NO4, DFT the ωB97M-V functional and the def2-TZVPD basis
C -0.847 0.708 0.469
N 0.000 -0.269 0.886
C 0.890 -0.730 -0.381
C 2.020 -0.067 -0.703
O -0.796 -1.366 1.346
O -0.303 1.888 0.259
O -0.631 -0.243 -1.329
O -2.130 0.691 0.744
H -0.428 -1.557 2.219
H -2.390 -0.245 0.844
H -0.971 2.481 -0.116
H -0.212 0.138 -2.110
H 0.850 -1.809 -0.377
H 2.867 -0.632 -1.062
H 2.082 1.012 -0.690
```

Let us look at the natural (NBO) charges, expressed in e, one per atom: C 0.974; N -0.222; C 0.126; C -0.697; O -0.590; O -0.621; O -0.955; O -0.639; H 0.491; H 0.531; H 0.508; H 0.467; H 0.207; H 0.217; H 0.202



No. 2
A cluster of 2 separate species, C3H7NO4 in total in a non-equilibrium geometry, computed with the ωB97M-V functional and the def2-TZVPD basis.

Results
- net charge = 0
- HOMO level (eV) = -10.39
- SMILES = O=CCNC(=O)O.O
- E (Eh) = -474.207976

XYZ file:
```
15
C3H7NO4, DFT the ωB97M-V functional and the def2-TZVPD basis
O 0.338 2.072 -0.351
C 0.978 1.484 0.566
C 0.809 0.075 0.969
N -0.108 -0.651 0.126
C -1.326 -0.943 0.543
O -1.509 -0.625 1.947
O -2.207 -1.474 -0.078
H 1.691 2.111 1.210
H 1.778 -0.507 0.671
H 0.841 0.143 2.100
H -0.102 -0.542 -0.860
H -2.114 -1.336 2.269
H -0.340 0.123 -3.526
H 0.791 0.349 -2.490
O 0.481 -0.279 -3.094
```

Let us look at the natural (NBO) charges, expressed in e, one per atom: O -0.546; C 0.406; C -0.351; N -0.628; C 0.887; O -0.755; O -0.614; H 0.131; H 0.245; H 0.283; H 0.434; H 0.498; H 0.485; H 0.466; O -0.943



No. 3
A cluster of 4 separate species, C3H7NO4 in total in a non-equilibrium geometry, computed with the ωB97M-V functional and the def2-TZVPD basis.

Results
- net charge = 0
- HOMO level (eV) = -8.95
- E (Eh) = -473.807178

XYZ file:
```
15
C3H7NO4, DFT the ωB97M-V functional and the def2-TZVPD basis
C -0.590 -0.090 2.350
N -1.896 -0.008 1.903
C -1.687 0.030 0.601
C 1.039 -0.344 -0.430
O 2.858 0.841 -1.087
O 0.825 -1.456 -0.139
O 0.197 0.859 2.396
H -0.357 -1.141 2.582
H -1.771 0.924 -0.051
H 0.577 0.044 -1.465
H -1.809 -0.876 -0.008
H 1.209 0.518 0.262
H -0.853 -0.371 -2.939
H 3.031 1.191 -1.973
O -0.773 -0.120 -2.002
```

Let us look at the natural (NBO) charges, expressed in e, one per atom: C 0.508; N -0.614; C 0.224; C 0.375; O -0.822; O -0.322; O -0.565; H 0.129; H 0.166; H 0.349; H 0.157; H 0.297; H 0.480; H 0.446; O -0.808



No. 4
A structure of composition C3H7NO4P in a non-equilibrium geometry, computed with the ωB97M-V functional and the def2-TZVPD basis.

Results
- net charge = +1
- HOMO level (spin up / spin down) (eV) = -15.19 / -14.76
- E (Eh) = -815.251154

XYZ file:
```
16
C3H7NO4P, DFT the ωB97M-V functional and the def2-TZVPD basis
C -0.104 0.623 1.122
C -0.294 -1.612 -0.042
C -0.270 -0.116 -0.220
N -1.544 0.505 -0.859
O 3.330 0.923 -0.297
O 1.274 0.885 1.262
O 2.023 -1.242 0.271
O 0.779 0.406 -1.025
P 2.075 0.276 0.028
H -0.505 1.569 1.013
H -0.645 0.100 2.025
H -0.559 -1.896 0.869
H -0.277 -2.313 -0.966
H -2.410 0.629 -0.270
H -1.836 -0.078 -1.680
H -1.036 1.342 -1.231
```

Let us look at the natural (NBO) charges, expressed in e, one per atom: C -0.102; C -0.017; C 0.265; N -0.726; O -0.946; O -0.751; O -0.751; O -0.763; P 2.490; H 0.197; H 0.224; H 0.200; H 0.263; H 0.471; H 0.455; H 0.490



Table of relative energy (zero: lowest compared OMol25 entry of this formula, charge and spin) (kJ/mol), in record order: 649.25 205.54 1257.84 179.16